Computed, not measured: a structure of composition C20H41BiN2P3Se, with the ωB97M-V functional and the def2-TZVPD basis.

Geometry as XYZ:
```
68
Properties=species:S:1:pos:R:3:forces:R:3:nbo_charge:R:1
C -3.9525 -0.6479 2.9832 0.9276 0.3963 -0.0550 -0.40
H -2.0310 4.9553 -1.9417 -0.0365 0.5202 -0.0303 0.26
H 3.5590 0.0818 0.3876 -0.0945 0.3033 0.0516 0.25
H 0.7767 -2.6208 -4.2825 -0.0961 0.0984 -0.0505 0.26
C -3.9881 -2.7853 -0.6428 -1.0770 -0.3420 0.7005 -0.22
H -3.4637 1.4164 -0.1279 0.3722 0.0192 -0.1424 0.23
C -3.0032 0.1389 3.5418 -0.7827 -0.4985 0.1897 -0.41
H 1.7759 1.4755 3.1049 0.0419 -0.3541 -0.0940 0.28
H 2.8523 -2.1644 -2.3766 0.1679 0.1461 -0.1268 0.25
H 0.8534 -5.0667 0.6194 -0.1449 0.1062 -0.3674 0.27
N -3.0383 3.3773 -0.8626 0.3949 -0.4121 0.0434 -0.48
H -3.9915 -1.7382 3.1687 -0.0311 0.7965 0.0311 0.21
H 3.4145 -0.4868 -2.0950 -0.0100 -0.2050 -0.1627 0.25
H -3.7620 -4.9538 -3.3044 -0.0363 0.2854 0.2280 0.25
P 0.8786 -2.6787 0.5270 0.1406 -0.5043 0.3928 0.92
H -3.4192 -1.9748 -0.1631 -0.5376 -0.3745 -0.0694 0.20
C -2.7817 2.0577 -0.6802 0.6075 0.9856 -1.1402 0.18
C -1.1918 2.9071 -1.9413 -0.4550 -0.2529 0.4983 -0.10
C 0.6898 -1.5503 -4.4879 -0.6177 -0.3168 0.2590 -0.95
N -1.6653 1.7376 -1.3532 -0.2857 -0.1931 0.6820 -0.58
H -5.8721 -5.7145 -2.3899 -0.1985 -0.1913 -0.0076 0.26
H -2.9968 1.2400 3.3972 0.0300 -0.9015 0.0626 0.21
H 3.5918 1.7375 1.0746 -0.2620 -0.1871 -0.1807 0.28
H -0.1530 2.9172 1.0558 0.1743 0.0299 0.0383 0.26
H 3.1836 -2.2649 -0.1534 -0.0560 -0.1464 0.3574 0.25
H 1.8966 0.8647 -4.8284 -0.0742 -0.0187 0.3168 0.28
H 3.4016 -1.1695 -3.7552 -0.2007 0.0702 0.2235 0.29
C 0.1911 -2.8754 2.2129 -0.1775 0.1437 -0.0979 -0.94
Se -1.8661 -2.7041 -2.5407 -0.8913 -0.9411 -0.2503 0.19
H 2.9383 -1.8920 1.5882 -0.0390 -0.1849 -0.2613 0.25
C 3.0871 1.0725 0.3545 0.1733 -0.4232 -0.5218 -0.94
H 1.3420 -1.2983 -5.3310 -0.0276 0.0389 0.2322 0.28
H 1.3530 -4.4948 -1.0066 -0.2143 -0.0332 0.1477 0.26
H 0.4607 1.5149 -3.9906 0.1909 0.0316 -0.1474 0.26
C 0.9136 2.7647 0.8590 -0.5695 0.0154 -0.2747 -0.95
H 0.7490 -2.2641 2.9357 -0.2864 -0.1708 -0.2058 0.26
C -5.2048 -3.2567 -0.1092 0.9948 0.1705 -0.7345 -0.13
H -3.8716 3.8320 -0.5141 0.1603 0.2003 -0.0600 0.45
C 1.3761 0.5944 2.5844 -0.2619 -0.2032 0.0086 -0.95
H -5.6045 -2.8144 0.7848 -0.0804 0.1381 0.1949 0.23
H -0.3459 -1.3158 -4.7561 0.1644 -0.1206 -0.1090 0.26
C 2.8811 -1.1486 -2.7871 0.0121 -0.1571 0.6313 -0.95
H 0.3593 0.4024 2.9486 0.2328 0.0844 0.0549 0.26
H -0.2869 2.9229 -2.5297 -0.1633 0.0625 0.0799 0.22
C -4.1600 -4.4535 -2.4194 -0.4066 -0.3225 -0.1015 -0.17
C -5.9121 -4.3034 -0.7418 0.6787 0.2503 -0.3787 -0.09
P 1.2999 0.9823 0.7937 0.8056 0.9674 1.1947 1.00
H -0.3818 -4.4395 -0.5704 0.3571 -0.2143 0.2482 0.26
C 0.6438 -4.3428 -0.1821 -0.0584 0.2456 -0.3376 -0.94
H 3.2101 1.4787 -0.6606 -0.0347 -0.0319 0.3406 0.25
H 1.5013 3.2015 1.6809 -0.1380 -0.1268 -0.3325 0.27
H 2.0754 1.6872 -3.2475 -0.1146 -0.0291 -0.1042 0.26
C -3.4662 -3.3693 -1.8177 0.2814 0.1106 0.1223 -0.22
H 1.1548 3.2618 -0.0882 0.0034 -0.1397 0.2375 0.26
H 0.2800 -3.9375 2.4810 -0.0120 0.3338 0.0629 0.28
H -6.8705 -4.6474 -0.3704 0.1131 0.0964 0.1393 0.26
H -4.7039 -0.2325 2.2934 0.3384 -0.2076 0.4185 0.20
Bi -0.6713 -0.6879 -0.8048 0.1893 0.1946 -0.5103 1.00
H 1.9923 -0.2881 2.7938 -0.0677 0.3000 -0.0279 0.25
H -0.8730 -2.5931 2.2180 0.3226 -0.0903 0.1615 0.26
C 1.4330 1.0347 -3.8471 -0.3571 0.5191 0.4275 -0.95
C -5.3710 -4.9074 -1.8882 0.9343 0.7384 -0.0347 -0.18
P 1.1781 -0.5668 -3.0322 0.9351 -0.1496 -1.5449 1.01
H 3.0481 -3.5881 1.0427 -0.0687 0.2270 -0.0268 0.28
C 2.6894 -2.5850 0.7747 -0.0025 0.1679 -0.1811 -0.94
H -0.4061 0.1394 0.9179 0.1298 0.3991 0.4479 -0.11
C -2.0300 3.9382 -1.6332 -0.4959 -1.1401 0.1937 -0.05
H -2.3230 -0.2800 4.3156 -0.4104 0.3912 -0.7489 0.21
```
Forces are in eV/Å.

Properties
* frontier orbital gap (alpha / beta): 6.0709 / 5.4523 eV
* calculated total energy: -123409.311 eV
* net charge: +3